The following is a quantum chemistry calculation of a cluster of 12 separate species, C48H132N12O12 in total at a distorted geometry, from the Open Molecules 2025 dataset.

The HOMO energy comes out at -0.3081 Eh. The lowest unoccupied orbital energy is 0.6 eV. As for the charge: 0. For the frontier orbital gap, the calculation gives 9.0 eV. The calculation puts the largest force on an atom at 0.064 Eh/bohr. The value obtained for the total energy is -94358.36123 eV. The SMILES is COC[C@H](C)N.COC[C@H](C)N.COC[C@H](C)N.COC[C@H](C)N.COC[C@H](C)N.COC[C@H](C)N.COC[C@H](C)N.COC[C@H](C)N.COC[C@H](C)N.COC[C@H](C)N.COC[C@H](C)N.COC[C@H](C)N. The calculation puts the energy relative to the best compared isomer or geometry (same formula, charge and spin) at 113.4 kcal/mol.

Last column: Mulliken charge in e.
Atoms and positions in Å:
C -4.74475 3.39578 5.88413  -0.88
O -3.38588 3.27108 5.34927  -0.31
C -2.29673 3.44670 6.28802  -1.03
C -0.95265 3.13143 5.57581  0.94
C 0.20254 3.35389 6.48964  -1.87
N -0.82452 3.92393 4.36173  -0.37
H -4.97928 2.55120 6.53204  0.32
H -5.42612 3.34197 5.03504  0.25
H -4.93317 4.24809 6.53692  0.34
H -2.33737 4.48664 6.61199  0.47
H -2.48146 2.81667 7.15811  0.45
H -0.98846 2.09457 5.24153  -0.27
H 0.08106 4.23988 7.11284  0.42
H 1.20752 3.33063 6.06823  0.36
H 0.18823 2.54103 7.21570  0.46
H -1.76646 3.88629 3.99918  0.26
H -0.67076 4.85007 4.73418  0.40
C -1.25567 -2.46113 4.53103  -0.28
O -1.30101 -3.39898 5.67021  -0.53
C -0.01746 -3.80190 6.18455  -0.80
C 0.93884 -4.61343 5.30052  0.34
C 2.00612 -5.32182 6.18174  -1.49
N 1.70937 -3.78997 4.38572  -0.07
H -0.52145 -1.65814 4.59606  0.33
H -2.19189 -1.93516 4.34412  -0.04
H -1.29910 -3.06484 3.62454  0.10
H 0.38199 -2.83057 6.47621  0.32
H -0.32407 -4.44441 7.00994  0.31
H 0.44389 -5.39786 4.72799  0.34
H 2.67036 -6.00006 5.64614  0.33
H 1.46640 -5.97213 6.87015  0.46
H 2.61239 -4.55772 6.66822  0.34
H 2.39112 -4.32948 3.87168  -0.01
H 2.23505 -3.12570 4.93573  0.29
C 2.39812 5.40572 3.62325  -0.01
O 3.41886 4.52631 3.07497  -0.48
C 3.01964 3.42971 2.27236  0.14
C 3.87261 2.12950 2.42170  1.47
C 3.70942 1.40532 3.77453  -1.35
N 5.26922 2.47016 2.27730  -0.75
H 2.00612 5.98997 2.79073  0.20
H 2.87242 5.90994 4.46522  0.28
H 1.63943 4.69093 3.94191  -0.26
H 2.01224 3.08092 2.49948  -0.32
H 3.07259 3.64902 1.20596  0.18
H 3.51516 1.47189 1.62932  -0.58
H 4.00466 2.08121 4.57709  0.39
H 4.29855 0.49281 3.86598  0.34
H 2.64755 1.19107 3.89551  0.12
H 5.36632 2.87229 1.35590  0.31
H 5.54643 3.18429 2.93554  0.35
C 3.08953 -6.39300 2.02540  -0.83
O 3.70624 -5.10779 2.31406  -0.30
C 4.21204 -4.53376 1.13037  -0.98
C 4.73317 -3.12755 1.41776  0.59
C 3.63584 -2.04113 1.57292  -0.02
N 5.70064 -2.63723 0.47007  -0.81
H 2.24279 -6.28896 1.34694  0.23
H 2.73881 -6.84889 2.95128  0.23
H 3.65544 -7.19538 1.55208  0.44
H 5.09183 -5.15103 0.94860  0.30
H 3.53703 -4.59812 0.27695  0.41
H 5.43998 -3.15674 2.24702  0.45
H 3.03956 -2.29017 2.45071  -0.38
H 3.05878 -1.89128 0.66042  0.04
H 4.09288 -1.06989 1.76239  -0.06
H 5.75019 -1.66676 0.74545  0.25
H 6.62427 -2.93304 0.75204  0.30
C 0.96498 -0.88720 -1.65758  -0.82
O 1.08103 -0.29621 -0.34321  0.97
C -0.08704 0.38614 0.03973  -0.40
C -0.01433 1.03327 1.45046  2.41
C 0.08669 0.07744 2.63432  -0.38
N -1.14338 1.93428 1.77572  0.44
H 1.88325 -1.44145 -1.85171  0.10
H 0.75013 -0.16763 -2.44762  0.28
H 0.22560 -1.68751 -1.68831  -0.07
H -0.33191 1.14122 -0.70726  0.12
H -0.91419 -0.30857 -0.10623  -0.81
H 0.86608 1.66395 1.32698  -1.25
H 0.86638 -0.67937 2.54820  0.33
H -0.82498 -0.51676 2.69660  -0.62
H 0.21511 0.62858 3.56591  0.25
H -1.29859 2.63062 1.06078  -0.14
H -0.95705 2.43497 2.63286  -0.33
C 0.06428 -3.98262 0.98181  0.66
O -1.33650 -4.20916 0.69843  -0.79
C -2.06271 -2.93002 0.54651  2.91
C -3.61166 -3.16482 0.50869  0.31
C -4.18082 -3.78422 1.81728  -1.50
N -3.96822 -3.99965 -0.64308  -0.71
H 0.19106 -3.54523 1.97212  -0.17
H 0.53896 -3.32246 0.25588  -0.14
H 0.63008 -4.91332 0.93974  -0.06
H -1.78540 -2.23651 1.34040  -1.09
H -1.67654 -2.50402 -0.37950  -0.24
H -4.07366 -2.17878 0.45995  -0.12
H -4.07205 -3.09043 2.65090  0.09
H -3.63303 -4.68480 2.09473  0.28
H -5.22034 -4.10723 1.76090  0.44
H -3.65077 -3.55338 -1.49171  0.17
H -3.47484 -4.88092 -0.63639  0.45
C -6.22211 0.49199 -1.92864  -0.66
O -5.08108 0.25625 -2.69150  -0.35
C -4.57249 -1.06844 -2.67461  -0.44
C -3.14719 -1.18050 -3.18616  1.31
C -3.02048 -0.90665 -4.71708  -1.58
N -2.74829 -2.51956 -2.97276  0.23
H -6.17052 0.38931 -0.84471  0.12
H -7.11861 -0.03965 -2.24759  0.35
H -6.52379 1.53696 -2.00022  0.34
H -4.52180 -1.46820 -1.66184  0.00
H -5.22563 -1.75846 -3.20881  0.32
H -2.50418 -0.53043 -2.59283  -0.30
H -3.45826 0.06354 -4.95202  0.50
H -3.65575 -1.55086 -5.32499  0.32
H -2.03246 -1.05948 -5.15131  0.05
H -1.78951 -2.69244 -3.23911  -0.34
H -3.27943 -3.23031 -3.45528  0.39
C -0.03053 -4.54457 -2.99819  -0.84
O 0.03902 -3.35803 -3.72922  -0.37
C 0.94986 -3.40791 -4.81404  -1.11
C 0.68096 -2.37101 -5.90146  2.01
C -0.52548 -2.77462 -6.82039  -1.86
N 1.73300 -2.35686 -6.78549  -0.63
H -0.63636 -4.42220 -2.10037  0.09
H 1.01354 -4.80675 -2.82711  0.45
H -0.45290 -5.38814 -3.54417  0.28
H 1.95665 -3.29602 -4.41160  0.34
H 0.85998 -4.37075 -5.31699  0.44
H 0.43726 -1.37011 -5.54521  -0.71
H -1.45763 -2.80775 -6.25640  0.33
H -0.34730 -3.65355 -7.43991  0.41
H -0.73038 -2.01658 -7.57636  0.50
H 1.55091 -1.66580 -7.49920  0.35
H 2.61646 -2.10343 -6.36672  0.18
C 0.79376 1.68693 -5.43843  -0.10
O 0.22867 2.63064 -6.42331  -0.38
C 1.09512 3.69284 -6.81457  -0.40
C 0.21081 4.59860 -7.77590  0.58
C 1.11149 5.54963 -8.56543  -1.55
N -0.83318 5.35340 -7.07898  -0.78
H 1.21976 2.21991 -4.58840  0.30
H 1.49509 0.96812 -5.86217  -0.05
H 0.01231 1.07359 -4.98983  0.07
H 1.48228 4.12895 -5.89370  0.15
H 1.98693 3.32957 -7.32524  0.24
H -0.30471 3.99623 -8.52391  0.24
H 0.54105 6.05119 -9.34719  0.39
H 1.95973 5.06163 -9.04546  0.36
H 1.43765 6.39907 -7.96527  0.37
H -1.48569 5.79196 -7.71301  0.25
H -1.38331 4.62165 -6.65236  0.26
C 2.12814 5.68020 -2.50286  -0.60
O 1.12003 5.84778 -1.52163  -0.47
C 0.60482 4.64573 -1.01625  0.29
C -0.87236 4.81213 -0.65814  0.40
C -1.08945 5.45368 0.71545  -1.44
N -1.60069 3.53853 -0.66677  -0.62
H 2.78075 6.55277 -2.53195  0.31
H 1.74337 5.70138 -3.52247  0.22
H 2.73917 4.80436 -2.28457  0.22
H 0.61275 3.88336 -1.79524  0.15
H 1.21007 4.34890 -0.15971  -0.21
H -1.32178 5.49045 -1.38340  0.38
H -2.15158 5.49044 0.95759  0.40
H -0.66777 6.45776 0.66937  0.50
H -0.59357 4.92821 1.53159  0.04
H -2.59962 3.64740 -0.56484  0.24
H -1.43045 3.01784 -1.51531  0.06
C -6.88437 -2.13229 4.41511  -0.66
O -6.47774 -0.80648 4.10386  -0.38
C -5.15896 -0.56865 4.47476  -0.74
C -4.49218 0.53504 3.65331  0.70
C -4.41484 0.06914 2.19174  -1.75
N -3.12151 0.77230 4.10031  0.08
H -7.90101 -2.36618 4.09915  0.31
H -6.90240 -2.36871 5.47901  0.33
H -6.28678 -2.91733 3.95175  0.16
H -5.24063 -0.25218 5.51460  0.47
H -4.52136 -1.45254 4.49236  0.13
H -5.11768 1.42595 3.70917  0.42
H -3.97802 -0.92936 2.20828  -0.16
H -3.82580 0.78007 1.61234  0.39
H -5.41594 0.04164 1.76147  0.52
H -3.06609 1.51727 4.78004  0.20
H -2.54938 1.03757 3.31139  -0.26
C 3.77175 1.25389 -1.94648  -0.12
O 4.23082 1.07618 -3.25520  -0.54
C 3.93104 -0.16891 -3.93062  -0.02
C 4.82658 -0.30200 -5.17844  0.25
C 4.73179 0.79319 -6.24530  -1.43
N 4.44809 -1.54080 -5.83415  -0.73
H 4.16359 0.44345 -1.33187  0.28
H 2.69328 1.09614 -1.95695  -0.09
H 4.13421 2.11329 -1.38242  0.35
H 4.09468 -1.04603 -3.30454  0.45
H 2.89631 -0.15982 -4.27320  -0.30
H 5.88492 -0.49425 -5.00213  0.43
H 4.83813 1.82580 -5.91292  0.26
H 3.80985 0.72976 -6.82332  0.27
H 5.53254 0.53777 -6.93932  0.47
H 5.12319 -1.79721 -6.54027  0.22
H 4.57818 -2.33462 -5.22339  0.21

Force components x, y, z for each atom (eV/Å):
1.037 -0.800 0.050
-0.616 0.657 0.753
-0.751 -0.089 -0.396
-0.878 -0.316 -0.362
0.289 -0.653 1.525
-0.074 -0.109 0.445
0.179 -0.421 -0.052
0.191 0.320 0.067
0.378 0.561 -0.449
0.318 0.260 0.166
0.196 -0.226 0.140
0.009 -0.259 0.226
0.071 0.377 -0.253
-0.258 0.143 -0.462
0.116 -0.131 0.181
-0.254 0.537 -0.648
-0.046 0.673 -0.546
-1.000 -1.245 0.232
-0.050 0.835 -1.483
-1.291 0.254 -0.837
1.758 -0.372 0.151
-1.295 -0.381 0.360
-0.697 0.982 -0.766
0.492 -0.582 0.037
-0.485 0.094 1.287
1.301 -0.034 -0.268
1.005 -0.311 0.557
0.376 0.283 0.333
-0.521 0.199 -0.010
-0.044 0.295 -0.469
0.284 0.095 0.648
-0.044 -0.180 0.354
0.054 -0.167 -0.140
0.120 0.244 0.031
0.541 -2.456 -1.057
0.802 -0.231 0.101
-0.563 -1.012 0.457
0.198 1.029 1.659
-0.651 0.741 -0.432
0.625 -0.682 -0.987
-0.035 0.621 0.413
-0.270 0.324 -0.351
-0.518 0.568 0.428
-0.545 0.510 0.083
-0.089 0.509 -0.212
0.247 -0.088 -0.229
0.048 0.044 0.087
-0.033 0.063 -0.272
-0.038 -0.274 0.240
0.454 0.194 -0.152
-0.204 0.110 0.174
-0.474 0.372 0.381
-1.336 -1.555 -0.150
1.618 0.015 0.376
-0.298 0.569 0.839
0.760 -0.728 0.500
0.520 0.735 -1.831
-0.248 0.386 0.105
-0.055 0.447 0.173
1.137 0.487 -0.081
0.276 0.017 -0.890
-0.298 0.160 0.000
-1.418 -0.588 1.528
-0.483 0.083 -0.284
-0.265 -0.390 0.066
0.189 0.046 0.198
0.095 0.538 -0.638
0.203 -0.593 -0.292
0.158 -0.476 1.211
0.637 -0.248 -0.639
-1.456 -0.149 -0.105
0.179 0.420 -0.200
0.210 -0.623 -0.670
-0.337 -0.837 -0.452
0.315 0.465 -0.040
0.040 0.232 0.015
-0.577 0.213 0.160
0.272 0.630 0.004
-0.465 -0.287 0.639
0.670 -0.143 0.406
0.391 0.211 -0.089
-0.270 0.284 0.065
-0.010 0.017 0.039
0.076 -0.025 -0.393
0.407 -0.044 0.139
-0.776 0.107 -0.042
0.138 1.026 0.172
0.212 -1.250 0.390
0.798 -1.069 0.390
0.830 -0.198 -0.148
-0.658 0.247 0.119
0.061 0.044 0.125
-0.138 0.306 -0.251
-0.456 -0.227 0.039
0.053 -0.045 0.405
-0.426 0.204 -0.295
-0.007 0.060 -0.594
-0.016 0.078 0.039
0.243 -0.034 -0.067
-0.069 0.398 -0.418
0.128 0.306 0.007
0.112 -0.166 0.499
-1.212 0.728 0.363
0.637 -0.066 -0.141
-0.121 0.125 0.739
-0.489 0.327 -2.404
-0.971 0.946 0.233
0.953 -1.846 1.216
0.760 -0.697 0.199
0.101 -0.549 -0.276
0.406 0.231 -0.550
-0.217 0.202 0.365
-0.202 -0.020 -0.408
0.061 0.188 -0.086
0.563 0.460 -0.103
-0.249 -0.607 0.444
0.194 0.435 0.459
0.206 0.233 -0.072
-0.423 0.302 -0.358
0.789 -0.560 -0.108
-0.891 1.077 -0.666
-0.494 0.028 -0.087
-3.232 -0.686 -0.186
-0.536 0.561 0.715
2.762 0.058 -1.641
0.310 0.278 0.134
0.041 -0.451 0.883
-0.241 0.020 -0.457
0.346 0.005 -0.033
0.224 -0.275 0.013
-0.119 0.134 0.913
-0.044 -0.550 0.022
0.156 -0.380 0.602
0.314 0.510 0.085
0.122 -0.081 -0.300
0.314 0.186 0.056
-0.770 0.943 -0.561
0.480 -1.639 1.129
-1.507 -0.121 -0.336
1.322 0.456 -0.174
-0.313 0.613 -0.001
0.317 -0.572 0.922
0.444 0.230 -0.130
0.328 0.344 -0.311
-0.526 0.230 -0.426
-0.229 0.901 -0.023
-0.055 -0.201 -0.502
0.486 -0.875 0.073
-0.184 -0.234 -0.244
-0.009 -0.061 0.142
0.336 -0.246 0.370
0.229 0.153 -0.426
-0.330 0.030 0.555
0.233 0.564 0.046
0.125 0.643 -0.319
-0.708 -0.235 -0.327
-0.834 0.347 0.837
0.378 0.215 -0.276
0.735 -0.290 -0.174
0.063 0.101 0.635
-0.467 -0.712 -0.081
0.011 -0.136 -0.238
0.382 -0.346 -0.099
-0.056 -0.415 0.149
0.266 0.213 -0.303
-0.052 0.208 -0.052
-0.195 0.159 0.194
0.124 -0.262 -0.097
-0.040 0.234 -0.025
-0.094 -0.028 -0.183
-0.410 -0.458 0.078
-1.048 -1.289 -0.966
0.614 0.879 1.331
0.159 -0.551 -0.818
-0.527 0.458 0.486
-0.222 -0.662 0.383
-0.112 0.741 -0.337
0.333 0.414 0.401
0.511 0.243 -0.237
0.566 0.209 0.491
-0.004 -0.281 -0.383
-0.130 0.251 0.030
0.143 0.085 -0.354
0.215 -0.201 -0.073
-0.008 -0.280 -0.032
-0.215 -0.133 -0.129
0.075 0.082 -0.209
-0.452 -2.154 0.472
0.955 0.104 -1.318
0.834 1.368 0.005
0.204 0.046 -0.219
0.053 -0.188 -0.003
-0.631 -1.310 -0.439
-0.010 -0.492 0.243
-0.233 0.677 0.509
-0.179 0.620 -1.009
0.019 0.016 0.413
-0.290 -0.073 0.029
0.173 1.027 1.186
0.203 -0.211 0.287
-0.219 -0.147 0.183
0.076 0.410 -0.228
0.056 0.484 -0.591
-0.236 -0.089 0.695

***

The following is a quantum chemistry calculation of a cluster of 2 separate species, C20H16FN2 in total at a distorted geometry, from the Open Molecules 2025 dataset.

The HOMO energy comes out at -0.4379 Eh. The lowest unoccupied orbital energy is -4.9 eV. As for the charge: +1. For the frontier orbital gap, the calculation gives 7.0 eV. The calculation puts the largest force on an atom at 0.081 Eh/bohr. The value obtained for the total energy is -26687.63671 eV. The calculation puts the energy relative to the best compared isomer or geometry (same formula, charge and spin) at 64.6 kcal/mol.

Last column: Mulliken charge in e.
Atoms and positions in Å:
C 0.93367 1.10981 -0.36201  0.27
C 0.41839 1.69328 -1.56856  -0.33
N 0.02043 2.23724 -2.54245  -0.48
N 2.28551 0.61094 -0.62045  0.30
C 3.21470 0.48201 0.39835  0.08
C 4.39781 -0.21724 0.22535  -0.84
C 4.77363 -0.67377 -1.04517  -0.20
C 3.89167 -0.43012 -2.11090  -0.71
C 2.67974 0.22526 -1.89198  0.09
H 1.10773 1.89716 0.41851  0.30
H 2.91917 0.94061 1.35077  0.55
H 5.00820 -0.41472 1.10087  0.41
H 5.68473 -1.23328 -1.18761  0.44
H 4.11689 -0.76632 -3.11468  0.39
H 2.01184 0.44484 -2.73667  0.38
F -2.36443 -4.15024 1.41416  -0.31
C -1.39543 -3.16930 1.50913  0.20
C -0.15075 -3.51442 2.02145  -0.72
C 0.78751 -2.47733 2.17713  -0.67
C 0.49415 -1.18892 1.77600  -0.74
C -0.71847 -0.86997 1.12776  0.24
C -0.80367 0.48554 0.59396  -0.02
C -2.03507 1.01860 -0.01488  0.34
C -2.19406 2.42797 -0.04609  -0.17
C -3.33761 3.01743 -0.58529  -0.65
C -4.40477 2.21700 -1.02521  -0.41
C -4.27211 0.83206 -1.00677  -0.88
C -3.08886 0.23257 -0.55771  -0.36
C -1.73751 -1.87972 1.11015  -0.52
H 0.05565 -4.53155 2.31639  0.46
H 1.75772 -2.70215 2.57593  0.43
H 1.22593 -0.39107 1.90432  0.49
H -0.38421 1.22765 1.33851  0.67
H -1.37855 3.06067 0.35451  0.30
H -3.38084 4.10973 -0.66811  0.38
H -5.31274 2.68837 -1.39801  0.39
H -5.07444 0.19840 -1.37934  0.40
H -2.97480 -0.83523 -0.67245  0.70
H -2.77675 -1.71178 0.82111  0.81

Force components x, y, z for each atom (eV/Å):
-0.315 1.560 0.738
-1.324 2.312 -3.171
1.216 -2.001 3.127
1.829 -1.353 -0.927
-1.174 -0.197 -0.411
-0.117 0.248 -0.258
-1.277 0.209 0.064
-0.107 0.329 0.695
0.019 -0.332 0.618
-0.340 -0.568 -0.915
0.156 -0.415 -0.437
0.030 0.258 -0.180
0.086 0.026 -0.034
0.020 0.144 0.042
0.120 -0.172 0.705
1.076 1.164 0.125
-0.591 -0.541 0.224
-0.069 0.863 -0.171
-0.638 -0.530 -0.186
-0.322 -0.050 -0.565
-0.046 -1.756 0.654
0.607 1.664 1.429
-0.467 0.453 -0.805
0.085 -0.170 0.034
0.140 -0.040 0.111
0.566 0.274 0.177
0.435 -0.208 0.097
0.309 0.726 -0.202
0.798 0.304 -0.156
0.022 -0.039 -0.002
0.234 -0.080 0.278
-0.126 -0.314 -0.012
-1.072 -1.067 -0.688
-0.610 -0.344 -0.297
-0.121 -0.513 0.143
0.213 -0.163 0.055
0.169 0.150 0.070
-0.072 0.247 -0.131
0.655 -0.076 0.163